{
  "formula": "C37H48N9O",
  "method": "the ωB97M-V functional and the def2-TZVPD basis",
  "de_lowest_kj_mol": 635.6,
  "homo_energy_ha": -0.20805,
  "homo_lumo_gap_ha": 0.29975,
  "total_charge": -1,
  "symbols": ["C", "O", "H", "H", "H", "N", "C", "C", "C", "C", "H", "H", "H", "H", "H", "N", "C", "C", "C", "C", "H", "H", "H", "H", "H", "N", "C", "C", "C", "C", "H", "H", "H", "H", "H", "N", "C", "C", "C", "C", "H", "H", "H", "H", "H", "N", "C", "C", "C", "C", "H", "H", "H", "H", "H", "N", "C", "C", "C", "C", "H", "H", "H", "H", "H", "N", "C", "C", "C", "C", "H", "H", "H", "H", "H", "N", "C", "C", "C", "C", "H", "H", "H", "H", "H", "N", "C", "C", "C", "C", "H", "H", "H", "H", "H"],
  "xyz": [[-0.6640, 0.4145, 0.0326], [-0.9560, -0.8975, 0.1806], [-1.4720, 0.7775, -0.3874], [0.3040, 0.7565, -0.5104], [-0.6220, 0.7915, 1.0686], [1.6720, 0.7065, 4.1196], [2.7590, 1.4225, 4.6336], [2.3230, 2.6155, 5.0196], [0.7750, 2.7325, 4.6946], [0.4660, 1.5545, 4.1036], [1.7830, -0.1585, 3.4886], [3.6530, 0.9795, 4.7376], [2.8190, 3.2695, 5.5396], [0.3300, 3.6255, 4.7636], [-0.3760, 1.0595, 3.6926], [1.5140, -1.4505, -1.6274], [2.1600, -2.5925, -1.2054], [3.2470, -2.7855, -2.0674], [2.9900, -1.8825, -3.2934], [1.9460, -1.0155, -2.9214], [0.7450, -1.1225, -1.2254], [2.0410, -3.1295, -0.3444], [4.1430, -3.5665, -2.0544], [3.5960, -1.8145, -4.1934], [1.4790, -0.2515, -3.5584], [-3.3150, 4.7355, 0.2556], [-4.1350, 5.5435, -0.4454], [-4.6580, 4.7775, -1.3674], [-4.1230, 3.4485, -1.4004], [-3.1910, 3.4825, -0.2754], [-2.6240, 4.9075, 0.9386], [-4.2420, 6.5225, 0.1266], [-5.3050, 5.0925, -1.9684], [-4.3410, 2.7395, -1.9994], [-2.4720, 2.7835, 0.1466], [3.6820, 0.4905, -0.7584], [4.8110, 0.6185, -1.5274], [5.5770, 1.6005, -0.9404], [4.9960, 1.8605, 0.3496], [3.7640, 1.1585, 0.4336], [2.9720, -0.0965, -1.1814], [5.0530, 0.0845, -2.4014], [6.5740, 2.1215, -1.1334], [5.1350, 2.4175, 1.2716], [2.9730, 1.3075, 1.2146], [0.5870, -1.6925, 2.2366], [-0.0050, -2.1445, 3.4026], [1.1230, -2.6485, 4.1766], [2.3890, -2.3275, 3.3446], [1.9500, -1.7325, 2.1216], [0.1660, -1.1255, 1.5316], [-1.0170, -2.3595, 3.5296], [0.8930, -2.9685, 5.2346], [3.3970, -2.5185, 3.7486], [2.4610, -1.2475, 1.3316], [-2.2440, -1.1955, -2.3104], [-3.5640, -1.1315, -2.6264], [-3.7790, -1.6555, -3.8264], [-2.4270, -2.3665, -4.2324], [-1.6040, -2.0115, -3.1824], [-1.8100, -0.9845, -1.3694], [-4.2310, -0.3395, -2.0914], [-4.5930, -1.6505, -4.4254], [-2.1470, -3.0285, -5.0464], [-0.4770, -2.3465, -3.0814], [3.0410, 3.0975, -2.1244], [3.5350, 4.3355, -2.6034], [2.6790, 4.7155, -3.5644], [1.4540, 3.8065, -3.3714], [1.6630, 2.9285, -2.4344], [3.6600, 2.5085, -1.5354], [4.5830, 4.5525, -2.3364], [2.7100, 5.4095, -4.2344], [0.5800, 4.0845, -3.8714], [1.2410, 2.1275, -1.8774], [-1.1990, -3.6075, 0.0256], [-0.2090, -4.4675, 0.5246], [-0.6070, -5.7345, 0.0716], [-1.8100, -5.4285, -0.9264], [-2.0940, -4.1545, -0.8154], [-0.9300, -2.6155, 0.2886], [0.6060, -4.2805, 1.0916], [-0.3430, -6.8125, 0.2456], [-2.6030, -6.0835, -1.4494], [-2.7620, -3.5365, -1.4374], [-3.0850, -0.6275, 1.7486], [-4.0270, 0.3695, 1.9766], [-5.2820, -0.3555, 2.3496], [-4.8820, -1.8185, 2.2156], [-3.5470, -1.8525, 1.9286], [-2.2650, -0.6425, 1.1406], [-4.1380, 1.6095, 1.8976], [-6.3100, -0.0015, 2.6116], [-5.5910, -2.7715, 2.3226], [-2.9210, -2.9135, 1.6546]],
  "atomic_forces_ev_per_a": [[3.976, -0.274, 2.663], [0.852, -2.073, -1.014], [-3.700, 3.215, -2.631], [-1.175, -0.677, 0.570], [0.434, 1.084, -0.126], [-1.156, 0.232, -1.372], [-4.543, -0.253, -1.109], [-5.933, -1.651, -2.453], [5.641, -3.381, -0.117], [3.541, -1.667, 0.477], [-0.299, 1.820, 1.690], [3.031, -1.448, 0.253], [2.688, 3.730, 2.625], [-2.142, 2.777, 0.428], [-0.856, 0.143, -0.244], [3.252, -1.437, -3.499], [3.316, 1.807, -3.504], [0.047, -0.336, -2.735], [-0.275, 0.075, 3.372], [1.237, -2.510, 0.403], [-4.294, 1.478, 2.208], [-0.927, -0.696, 2.156], [-2.488, 1.736, 0.237], [-0.214, -0.054, 0.283], [-0.006, -0.333, 0.943], [2.071, -2.521, 0.418], [1.495, 2.670, 4.528], [2.673, -3.927, 0.799], [3.616, 5.982, 7.243], [-2.376, -0.017, -2.625], [0.270, 1.188, 0.838], [-0.522, -1.092, -1.887], [-5.447, 2.421, -5.084], [-1.379, -4.827, -3.999], [-0.368, 0.119, -0.230], [0.002, -1.695, -0.938], [0.371, 2.015, 1.269], [2.236, 1.056, 2.314], [-2.939, -0.887, 0.774], [1.327, 1.199, -0.603], [-0.373, -0.013, 0.832], [-0.511, -0.543, -0.847], [-1.528, -1.386, -0.469], [1.149, 0.576, -0.724], [0.763, -0.613, -1.159], [-0.205, 0.780, -0.359], [6.221, -1.328, 0.122], [-0.691, 1.920, -2.085], [-2.312, -0.490, 1.311], [-0.611, -2.030, 4.587], [-1.590, -0.191, -0.788], [-1.484, 0.299, 0.007], [1.124, 0.051, -1.441], [-0.638, 0.186, -0.662], [0.354, 0.126, -0.586], [1.298, -0.393, 1.950], [-1.398, 3.796, 1.518], [4.729, -3.234, -1.275], [-2.167, 1.933, 2.095], [2.429, -1.238, -1.611], [-0.598, -0.476, -0.715], [1.247, -1.900, -0.786], [-2.551, 0.050, -1.427], [-0.384, 0.326, 0.103], [-2.642, 0.923, 0.129], [0.589, 1.248, 1.917], [0.898, -3.327, -0.134], [-3.151, -4.909, 4.122], [1.047, 4.118, -2.565], [4.536, -1.561, 1.737], [-1.260, 0.832, -0.455], [-0.800, 0.185, -0.380], [0.261, 4.307, -3.643], [-1.363, -0.092, -0.589], [-1.032, -0.300, -0.272], [4.049, 3.282, 2.722], [-5.207, -3.995, -3.376], [-2.423, 0.095, -2.463], [0.487, -4.759, 1.420], [-0.032, 2.658, -0.583], [-1.491, -0.889, -1.360], [1.995, 1.330, 1.910], [0.325, 1.637, -0.007], [2.017, 0.529, 0.865], [0.226, -0.399, 0.851], [0.665, 2.591, -0.076], [-4.904, 0.223, 1.052], [3.333, -1.472, -1.314], [-2.907, 0.462, 1.163], [-0.420, -4.812, -0.765], [0.835, 0.714, -0.148], [1.496, -3.841, -0.054], [1.396, -0.086, -0.331], [1.773, 2.444, -0.084], [-1.607, 3.662, 0.801]],
  "mulliken_charge": [-1.0205, 1.3529, 1.0520, -1.3383, 0.2442, 0.0642, -0.6039, -0.7704, -0.8534, -0.4006, 0.4889, 0.5634, 0.6103, 0.5173, 0.5091, 2.1522, -0.6713, -0.7190, -0.8338, -0.6174, -0.7952, 0.3346, 0.1997, 0.4626, 0.4124, -0.0724, -0.3230, -1.0389, -0.5972, -0.4892, 0.2224, 0.3271, 0.6349, 0.8251, 0.5509, 0.4373, -0.0058, -1.2392, -0.3806, -0.3270, -0.0822, 0.4188, 0.3003, 0.4061, 0.4240, 2.1965, -0.6547, -0.6509, -0.6174, -1.1477, -0.7710, 0.4862, 0.3285, 0.3835, 0.2495, 0.3839, -0.2983, -0.9058, -0.5913, -0.3213, -0.1093, 0.2812, 0.5964, 0.4187, 0.1735, -0.0879, -0.6308, -0.5783, -0.8847, 0.0633, 0.7505, 0.3089, 0.5877, 0.4691, 0.2261, 0.7861, -0.4414, -0.9350, -0.6807, -0.1427, -0.6927, 0.5622, 0.3210, 0.2332, 0.3886, 0.4017, -0.2884, -0.5081, -0.4297, -0.1150, -0.1478, 0.1420, 0.3545, 0.2339, -0.0273]
}

=====

{
  "formula": "C22H30FN3O8PS",
  "method": "the ωB97M-V functional and the def2-TZVPD basis",
  "homo_energy_ha": -0.45550,
  "homo_lumo_gap_ha": 0.34254,
  "total_charge": 1,
  "symbols": ["C", "O", "C", "C", "C", "P", "C", "C", "S", "C", "N", "N", "C", "O", "C", "O", "C", "C", "C", "C", "C", "C", "N", "C", "C", "O", "C", "C", "O", "H", "H", "H", "H", "H", "H", "H", "H", "H", "H", "H", "H", "H", "H", "H", "H", "H", "H", "H", "H", "H", "H", "H", "H", "H", "H", "H", "C", "C", "O", "C", "O", "O", "F", "H", "H", "H"],
  "xyz": [[-4.3909, -2.2707, 0.6463], [-3.6572, -2.9833, 1.6201], [-2.9627, -2.2244, 2.5809], [-1.4299, -2.2906, 2.4024], [-0.9710, -2.4501, 0.9435], [-0.4146, -0.9528, 0.1393], [-0.4047, -1.1531, -1.6453], [0.1099, -2.5354, -2.0988], [1.1119, -2.3864, -3.6136], [-0.1299, -2.6865, -4.7898], [-0.6670, -1.8361, -5.5960], [-1.5671, -2.5526, -6.3732], [-1.5009, -3.7670, -5.9601], [-0.6145, -3.9443, -4.9589], [-1.6465, 0.3502, 0.5061], [-1.2309, 1.1822, 1.5626], [-2.0122, 2.3416, 1.6663], [-1.5526, 3.5393, 1.1490], [-2.3557, 4.6686, 1.2650], [-3.5983, 4.5930, 1.8807], [-4.0427, 3.3830, 2.4069], [-3.2443, 2.2530, 2.2971], [1.1685, -0.6617, 0.5680], [1.5280, -0.8475, 1.9933], [1.7669, 0.3316, 2.8796], [1.5853, -1.9791, 2.3747], [1.8656, 0.4134, -0.1831], [1.5402, 1.8565, 0.0404], [2.6422, 0.0434, -1.0138], [-4.7053, -1.2884, 1.0085], [-5.2864, -2.8407, 0.4072], [-3.8193, -2.1471, -0.2827], [-3.3101, -1.1869, 2.6075], [-3.1911, -2.6478, 3.5597], [-0.9972, -1.4131, 2.8864], [-1.0571, -3.1487, 2.9574], [-0.1205, -3.1308, 0.8906], [-1.7622, -2.8698, 0.3193], [0.2209, -0.3619, -2.0612], [-1.4359, -0.9944, -1.9695], [0.7641, -3.0050, -1.3675], [-0.7333, -3.1864, -2.3119], [-2.0492, -4.6211, -6.3197], [-1.9063, 0.9055, -0.4010], [-2.5439, -0.2091, 0.7963], [-0.5892, 3.6149, 0.6633], [-2.0247, 5.6173, 0.8656], [-4.2291, 5.4666, 1.9615], [-5.0050, 3.3195, 2.8941], [-3.5692, 1.3022, 2.7015], [2.2023, -0.0570, 3.7967], [0.8147, 0.8079, 3.1189], [2.4527, 1.0645, 2.4609], [2.4431, 2.4367, -0.1470], [0.8064, 2.1394, -0.7202], [1.1361, 2.0850, 1.0192], [5.6299, 0.9327, -1.0851], [5.6623, 2.4156, -1.3821], [6.9789, 2.7690, -1.0416], [7.7692, 1.6583, -1.1944], [8.9462, 1.6664, -1.2188], [6.9850, 0.5561, -1.3208], [4.7885, 3.1126, -0.5965], [5.3795, 0.7540, -0.0369], [4.9565, 0.3725, -1.7234], [5.4733, 2.6776, -2.4241]],
  "atomic_forces_ev_per_a": [[-0.093, -0.037, -0.018], [-0.060, -0.012, -0.014], [0.228, -0.031, 0.138], [-0.347, -0.062, 0.083], [0.396, 0.047, 0.106], [0.042, -0.567, -0.262], [-0.109, -0.252, 0.242], [0.068, 0.383, -0.242], [0.120, -0.167, 0.041], [-0.128, 0.252, -0.135], [0.061, -0.108, 0.141], [-0.013, -0.102, 0.029], [-0.075, 0.077, -0.144], [0.030, -0.036, -0.013], [-0.228, 0.072, 0.222], [0.406, -0.020, -0.180], [-0.351, 0.078, 0.139], [-0.024, 0.109, -0.010], [-0.226, 0.029, 0.056], [-0.016, -0.236, 0.104], [0.227, 0.069, -0.175], [0.001, 0.000, -0.009], [-0.535, 1.176, 0.619], [0.164, -0.729, -0.062], [0.272, -0.091, 0.173], [-0.137, 0.205, -0.025], [0.393, -0.286, -0.404], [0.115, 0.068, 0.076], [-0.173, 0.064, 0.187], [0.010, 0.035, 0.032], [0.020, -0.052, 0.005], [0.046, 0.078, -0.012], [-0.077, 0.023, -0.175], [-0.048, 0.029, 0.024], [0.046, 0.011, -0.003], [0.066, -0.024, -0.065], [-0.035, -0.049, -0.031], [-0.111, -0.004, 0.049], [-0.117, 0.092, -0.077], [0.045, 0.097, -0.177], [-0.020, -0.008, 0.073], [0.097, -0.205, 0.151], [0.003, -0.003, 0.029], [0.231, 0.114, -0.033], [-0.090, -0.011, -0.139], [-0.006, -0.089, 0.024], [0.098, -0.029, -0.021], [0.057, 0.068, -0.026], [-0.018, -0.004, 0.024], [0.001, -0.007, 0.034], [-0.015, 0.015, 0.012], [-0.005, 0.093, -0.163], [-0.056, 0.053, -0.104], [-0.024, 0.017, -0.040], [-0.049, 0.017, -0.004], [-0.097, -0.104, -0.022], [0.022, -0.144, -0.090], [0.094, 0.014, 0.116], [-0.009, 0.025, -0.226], [-0.083, -0.046, 0.114], [0.072, 0.012, 0.043], [-0.035, 0.039, 0.015], [0.008, -0.036, 0.041], [-0.033, 0.088, 0.019], [0.129, -0.071, -0.094], [-0.123, 0.077, 0.035]],
  "nbo_charge": [-0.2477, -0.5416, -0.0605, -0.4309, -0.7890, 1.8103, -0.7868, -0.5345, 0.3164, 0.2395, -0.2642, -0.2740, 0.3011, -0.4135, -0.4189, -0.5637, 0.3331, -0.2923, -0.1702, -0.2031, -0.1794, -0.2852, -0.8953, 0.7264, -0.7410, -0.4884, 0.7254, -0.7580, -0.4819, 0.1733, 0.2162, 0.1459, 0.1590, 0.2102, 0.2156, 0.2486, 0.2936, 0.2818, 0.2817, 0.2676, 0.2427, 0.2482, 0.2182, 0.2335, 0.2294, 0.2199, 0.2296, 0.2322, 0.2309, 0.2181, 0.2699, 0.2655, 0.2445, 0.2832, 0.2566, 0.2484, -0.1295, 0.4436, -0.4921, 0.9650, -0.5258, -0.4826, -0.3442, 0.1885, 0.2211, 0.1590]
}